1.
# C6H10

An isolated molecule of C6H10 (ωB97M-V with the def2-TZVPD basis set, the OMol25 dataset).

```
16
Properties=species:S:1:pos:R:3
C 0.72 1.59 1.83
C 1.08 1.12 0.66
C 1.32 0.63 -0.53
C 0.21 0.07 -1.40
C -1.04 -0.37 -0.64
C -0.81 -1.55 0.30
H 0.40 2.62 1.94
H 0.72 0.96 2.71
H 2.33 0.64 -0.93
H 0.61 -0.79 -1.97
H -0.06 0.83 -2.14
H -1.81 -0.63 -1.38
H -1.43 0.48 -0.07
H -0.21 -1.27 1.17
H -1.76 -1.96 0.67
H -0.27 -2.36 -0.21
```

## Properties
SMILES: C=C=CCCC
relative energy (zero: lowest compared OMol25 entry of this formula, charge and spin): 1.362 eV
total energy: -6382.498 eV
HOMO: -9.39 eV
HOMO-LUMO gap: 10.53 eV

natural (NBO) atomic charge list, values in e, 5 entries:
1. C -0.50
2. C 0.09
3. C -0.29
4. C -0.41
5. C -0.40

2.
# C3H7NO

An isolated molecule of C3H7NO (ωB97M-V with the def2-TZVPD basis set, the OMol25 dataset).

```
12
Properties=species:S:1:pos:R:3
C -1.64 0.05 0.08
C -0.32 0.02 0.15
C 0.56 1.19 -0.17
N 0.36 -1.10 0.61
O 1.65 -1.35 0.13
H -2.24 -0.81 0.31
H -2.17 0.95 -0.16
H 1.05 1.06 -1.14
H 1.34 1.29 0.58
H -0.02 2.11 -0.21
H -0.20 -1.95 0.64
H 1.63 -1.45 -0.84
```

## Properties
SMILES: C=C(C)NO
relative energy (zero: lowest compared OMol25 entry of this formula, charge and spin): 2.925 eV
total energy: -6759.825 eV
HOMO: -8.33 eV
HOMO-LUMO gap: 9.22 eV

natural (NBO) atomic charge list, values in e, 5 entries:
1. C -0.51
2. C 0.17
3. C -0.65
4. N -0.32
5. O -0.56

3.
# C2H5N4

A structure of composition C2H5N4 (ωB97M-V with the def2-TZVPD basis set, the OMol25 dataset).

```
11
Properties=species:S:1:pos:R:3
C 0.09 1.21 0.63
C -0.28 -0.99 0.09
N -0.57 -2.16 0.33
N 0.42 0.05 -1.27
N -0.32 0.03 1.05
N 0.56 1.20 -0.62
H -0.03 2.00 1.29
H 1.02 -0.45 -2.02
H -0.70 -3.04 -0.17
H -0.92 0.04 1.89
H 0.74 2.11 -1.19
```

## Properties
relative energy (zero: lowest compared OMol25 entry of this formula, charge and spin): 2.160 eV
net charge: +1
total energy: -8105.566 eV
HOMO: -13.69 eV
HOMO-LUMO gap: 9.63 eV

natural (NBO) atomic charge list, values in e, 5 entries:
1. C 0.30
2. C 0.61
3. N -0.62
4. N -0.52
5. N -0.57

4.
# CH2N4S

An isolated molecule of CH2N4S (ωB97M-V with the def2-TZVPD basis set, the OMol25 dataset).

```
8
Properties=species:S:1:pos:R:3
S 1.89 0.09 0.01
C 0.22 0.11 -0.08
N -0.35 -1.08 -0.11
N -1.72 -0.79 0.05
N -1.88 0.44 0.06
N -0.74 1.05 -0.04
H 1.84 -1.34 0.51
H -0.60 1.96 0.18
```

## Properties
SMILES: Sc1nnn[nH]1
relative energy (zero: lowest compared OMol25 entry of this formula, charge and spin): 1.152 eV
total energy: -17862.654 eV
HOMO: -9.66 eV
HOMO-LUMO gap: 9.88 eV

natural (NBO) atomic charge list, values in e, 5 entries:
1. S 0.06
2. C 0.10
3. N -0.34
4. N -0.05
5. N -0.05

5.
# C5H23N2O5

A cluster of 6 separate species, C5H23N2O5 in total (ωB97M-V with the def2-TZVPD basis set, the OMol25 dataset).

```
35
Properties=species:S:1:pos:R:3
C -1.25 -0.93 0.72
C -0.39 -0.51 -0.42
C -1.22 -0.31 -1.69
C -0.98 -1.35 -2.58
C -1.80 1.96 -1.26
N -1.95 0.71 -1.98
N -1.70 -2.40 0.49
H -2.21 -0.36 0.93
H -0.51 -0.98 1.59
H 0.02 0.53 -0.15
H 0.55 -1.18 -0.60
H -1.67 -1.66 -3.38
H -0.42 -2.25 -2.25
H -0.83 2.44 -1.56
H -1.65 1.77 -0.20
H -2.81 2.60 -1.23
H -2.51 0.72 -2.74
H -1.21 -2.66 -0.35
H -1.31 -2.95 1.30
H -2.66 -2.62 0.25
H -0.87 2.87 1.79
H 0.35 3.35 2.18
O 0.04 2.56 1.75
H 0.98 -3.30 1.65
H 0.98 -2.51 2.91
O 0.38 -3.11 2.34
H 1.43 0.77 2.78
H 2.91 0.82 2.67
O 2.18 0.68 3.37
H 2.71 2.32 -1.33
H 1.91 1.55 -2.36
O 2.71 1.94 -2.22
H 2.66 -0.39 0.34
H 2.59 0.54 -1.01
O 2.31 0.33 -0.17
```

## Properties
relative energy (zero: lowest compared OMol25 entry of this formula, charge and spin): 4.342 eV
net charge: +1
total energy: -18766.818 eV
HOMO: -11.24 eV
HOMO-LUMO gap: 8.17 eV

natural (NBO) atomic charge list, values in e, 5 entries:
1. C -0.23
2. C -0.51
3. C 0.21
4. C -0.59
5. C -0.43

6.
# C4H3NO3

An isolated molecule of C4H3NO3 (ωB97M-V with the def2-TZVPD basis set, the OMol25 dataset).

```
11
Properties=species:S:1:pos:R:3
O 0.58 -1.06 2.46
C -0.11 -1.26 1.49
O -0.76 -2.31 0.98
C 0.00 -0.17 0.43
N 0.33 1.15 0.70
C 0.41 1.71 -0.46
C -0.24 0.85 -1.40
O -0.54 -0.43 -0.85
H -0.55 -2.05 -0.14
H 1.10 2.60 -0.78
H -0.21 0.96 -2.44
```

## Properties
SMILES: O=C(O)c1ncco1
relative energy (zero: lowest compared OMol25 entry of this formula, charge and spin): 3.622 eV
total energy: -11825.911 eV
HOMO: -9.58 eV
HOMO-LUMO gap: 9.14 eV

natural (NBO) atomic charge list, values in e, 5 entries:
1. O -0.50
2. C 0.72
3. O -0.65
4. C 0.32
5. N -0.39

7.
# C42H39BrN2O10P2Pt

A structure of composition C42H39BrN2O10P2Pt (ωB97M-V with the def2-TZVPD basis set, the OMol25 dataset).

```
97
Properties=species:S:1:pos:R:3
Pt -0.36 -0.56 0.05
O 0.38 1.22 -0.01
C 1.05 1.70 -1.18
C 1.78 0.56 -1.90
C 2.64 -0.15 -0.91
C 4.02 -0.04 -0.87
C 4.70 -0.69 0.15
C 4.00 -1.44 1.07
C 2.62 -1.52 0.96
C 1.75 -2.34 1.85
C 0.78 -1.49 2.68
O -0.32 -1.05 1.89
C 0.08 -2.41 3.69
C -0.65 -3.49 3.18
C -1.33 -4.34 4.03
C -1.31 -4.12 5.40
C -0.62 -3.04 5.91
C 0.06 -2.17 5.06
C 1.49 -0.32 3.34
C 2.62 -0.54 4.13
C 3.29 0.51 4.73
C 2.83 1.81 4.56
C 1.71 2.04 3.78
C 1.04 0.98 3.18
N 1.97 -0.84 0.02
C 0.03 2.40 -2.08
C -0.07 2.15 -3.44
C -1.03 2.81 -4.21
C -1.90 3.71 -3.62
C -1.79 3.98 -2.26
C -0.83 3.33 -1.50
C 2.08 2.72 -0.69
C 2.57 3.71 -1.55
C 3.55 4.59 -1.13
C 4.06 4.51 0.16
C 3.58 3.54 1.02
C 2.60 2.65 0.60
H 1.05 -0.13 -2.32
H 2.39 0.95 -2.72
H 4.54 0.55 -1.61
H 5.78 -0.61 0.22
H 4.50 -1.98 1.87
H 1.14 -2.97 1.19
H 2.34 -2.99 2.49
H -0.71 -3.64 2.11
H -1.89 -5.17 3.62
H -1.85 -4.79 6.07
H -0.62 -2.84 6.98
H 0.58 -1.32 5.47
H 2.98 -1.56 4.28
H 4.17 0.31 5.33
H 3.35 2.64 5.03
H 1.34 3.06 3.64
H 0.17 1.18 2.56
H 0.59 1.45 -3.93
H -1.10 2.60 -5.27
H -2.65 4.21 -4.21
H -2.46 4.69 -1.79
H -0.75 3.52 -0.44
H 2.17 3.79 -2.56
H 3.91 5.35 -1.81
H 4.81 5.21 0.49
H 3.97 3.46 2.03
H 2.23 1.88 1.27
N -1.70 -4.69 -3.16
C -1.33 -3.27 -2.74
C -1.71 -2.27 -3.82
P -2.35 -3.04 -1.15
O -3.60 -2.19 -1.69
O -2.82 -4.42 -0.85
O -1.66 -2.24 -0.06
P 0.49 -3.37 -2.41
O 1.15 -2.63 -3.70
O 0.81 -4.83 -2.49
O 0.73 -2.56 -1.19
H -2.16 -4.72 -4.07
H -2.32 -5.04 -2.40
H -0.81 -5.23 -3.13
H -2.78 -2.29 -4.03
H -1.15 -2.46 -4.74
H -1.46 -1.26 -3.49
H -3.36 -1.25 -1.76
H 1.73 -3.26 -4.15
Br -7.61 3.83 -1.36
C -6.03 2.81 -1.14
C -5.44 2.24 -2.26
C -4.27 1.52 -2.09
C -3.72 1.36 -0.83
C -4.34 1.92 0.28
C -5.50 2.66 0.13
C -2.47 0.60 -0.68
O -2.00 0.39 0.50
O -1.82 0.13 -1.64
H -5.88 2.37 -3.23
H -3.78 1.09 -2.96
H -3.90 1.78 1.26
H -5.99 3.10 0.98
```

## Properties
relative energy (zero: lowest compared OMol25 entry of this formula, charge and spin): 1.271 eV
total energy: -159513.985 eV
HOMO: -8.85 eV
HOMO-LUMO gap: 7.86 eV

Löwdin atomic charge list, values in e, 5 entries:
1. Pt 1.66
2. O -0.28
3. C -0.43
4. C -0.06
5. C -0.24

8.
# C2H5N3S2

An isolated molecule of C2H5N3S2 (ωB97M-V with the def2-TZVPD basis set, the OMol25 dataset).

```
12
Properties=species:S:1:pos:R:3
H -2.48 -0.09 -0.03
N -1.73 -0.77 0.28
C -0.51 -0.59 0.07
N 0.36 -1.35 0.81
S 1.97 -1.65 0.45
N 0.15 0.51 -0.67
C -0.27 1.73 -0.99
S -1.73 2.44 -0.99
H 0.00 -2.20 1.43
H 2.52 -0.78 1.47
H 1.12 0.43 -0.67
H 0.60 2.34 -1.16
```

## Properties
SMILES: [H]/N=C(/NS)NC=S
relative energy (zero: lowest compared OMol25 entry of this formula, charge and spin): 2.256 eV
total energy: -28294.412 eV
HOMO: -8.61 eV
HOMO-LUMO gap: 8.98 eV

natural (NBO) atomic charge list, values in e, 5 entries:
1. H 0.40
2. N -0.70
3. C 0.56
4. N -0.79
5. S 0.18

9.
# C9H7NO2S2

An isolated molecule of C9H7NO2S2 (ωB97M-V with the def2-TZVPD basis set, the OMol25 dataset).

```
21
Properties=species:S:1:pos:R:3
O 0.26 3.84 -1.12
S 0.94 2.92 -0.30
O 1.90 2.10 -1.05
C -0.12 1.93 0.56
N -1.10 2.45 1.33
C -1.38 1.80 2.40
S -0.45 0.33 2.67
C 0.52 0.58 1.13
C 0.29 -0.54 0.20
C 1.29 -1.41 -0.15
C 1.12 -2.28 -1.25
C -0.10 -2.36 -1.90
C -1.21 -1.70 -1.34
C -1.03 -0.83 -0.32
H -2.08 1.84 3.18
H 1.51 0.59 1.36
H 2.32 -1.36 0.39
H 1.86 -2.87 -1.49
H -0.40 -2.94 -2.68
H -2.25 -1.82 -1.72
H -1.92 -0.28 0.10
```

## Properties
SMILES: O=S(=O)=C1N=CS[C@H]1c1ccccc1
relative energy (zero: lowest compared OMol25 entry of this formula, charge and spin): 0.000 eV
total energy: -36697.795 eV
HOMO (spin up / spin down): -9.05 / -8.78 eV
HOMO-LUMO gap (spin up / spin down): 7.14 / 6.86 eV

natural (NBO) atomic charge list, values in e, 5 entries:
1. O -0.88
2. S 1.88
3. O -0.89
4. C -0.08
5. N -0.45

10.
# H46O23

A cluster of 23 separate species, H46O23 in total (ωB97M-V with the def2-TZVPD basis set, the OMol25 dataset).

```
69
Properties=species:S:1:pos:R:3
O 8.55 8.47 12.95
H 8.13 8.19 13.77
H 8.06 9.29 12.76
O 7.82 11.71 15.31
H 8.73 11.89 15.57
H 7.70 10.82 15.79
O 13.88 9.57 10.42
H 13.53 8.65 10.21
H 14.17 9.52 11.36
O 13.35 12.12 9.26
H 13.83 12.95 9.58
H 13.55 11.44 9.92
O 16.47 10.94 9.00
H 16.11 10.89 8.11
H 15.88 10.36 9.51
O 11.98 7.35 9.97
H 11.84 6.47 10.40
H 11.84 7.27 9.05
O 10.13 9.73 8.62
H 10.38 9.71 9.55
H 9.96 10.65 8.31
O 13.07 10.45 6.74
H 13.38 11.12 7.36
H 12.42 10.00 7.29
O 11.45 5.46 11.63
H 10.67 4.89 11.61
H 11.60 5.72 12.53
O 10.54 11.34 15.31
H 11.39 10.82 15.37
H 10.83 12.29 15.22
O 15.55 13.33 9.87
H 16.18 13.59 10.59
H 15.90 12.51 9.49
O 6.36 9.06 15.68
H 6.10 8.22 16.06
H 5.63 9.34 15.08
O 7.29 11.49 12.78
H 7.33 12.39 12.45
H 7.72 11.53 13.67
O 11.68 14.40 14.43
H 11.83 15.37 14.41
H 12.56 14.05 14.23
O 12.14 7.79 13.80
H 12.03 8.02 14.74
H 11.81 8.57 13.30
O 10.24 5.53 8.14
H 9.52 6.17 8.14
H 10.40 5.24 7.20
O 8.43 7.38 8.34
H 7.82 7.07 8.99
H 8.80 8.22 8.66
O 10.79 9.11 11.34
H 10.14 8.77 11.98
H 11.14 8.29 10.90
O 12.77 11.74 12.75
H 12.65 12.49 12.14
H 12.03 11.11 12.55
O 10.07 12.54 7.23
H 10.81 12.73 7.82
H 10.42 12.56 6.34
O 9.15 4.38 10.17
H 8.76 3.49 10.11
H 9.41 4.67 9.31
O 7.10 6.43 11.14
H 7.21 7.23 11.67
H 7.94 5.95 11.26
O 15.80 10.80 6.39
H 15.26 11.55 6.14
H 15.21 10.03 6.31
```

## Properties
relative energy (zero: lowest compared OMol25 entry of this formula, charge and spin): 1.109 eV
total energy: -47842.532 eV
HOMO: -10.71 eV
HOMO-LUMO gap: 10.60 eV

natural (NBO) atomic charge list, values in e, 5 entries:
1. O -0.98
2. H 0.49
3. H 0.51
4. O -0.96
5. H 0.49

11.
# C7H31NO9

A cluster of 10 separate species, C7H31NO9 in total (ωB97M-V with the def2-TZVPD basis set, the OMol25 dataset).

```
48
Properties=species:S:1:pos:R:3
C -2.02 -1.02 4.13
C -1.86 -1.48 2.80
C -2.86 -1.42 1.92
C -2.77 -2.00 0.58
C -2.01 -1.43 -0.60
C -1.37 -0.10 -0.34
C -1.87 -2.24 -1.64
N -0.82 -2.02 -2.67
H -2.98 -0.65 4.37
H -1.36 -0.24 4.54
H -1.84 -1.72 4.90
H -0.88 -1.92 2.67
H -3.77 -0.88 2.21
H -3.85 -2.19 0.25
H -2.29 -2.99 0.73
H -2.01 0.45 0.34
H -1.18 0.49 -1.30
H -0.37 -0.31 0.07
H -2.69 -3.13 -1.82
H -0.15 -1.46 -2.31
H -0.50 -2.88 -2.86
O 1.49 -3.81 2.07
H 2.22 -4.54 1.89
H 1.09 -3.97 2.83
O 2.69 1.70 -3.52
H 2.18 1.49 -4.35
H 2.64 2.67 -3.50
O 2.35 3.08 0.60
H 2.48 2.46 -0.09
H 2.47 2.37 1.31
O 0.41 3.24 -3.62
H 0.14 3.52 -2.72
H -0.26 2.89 -4.05
O 2.43 1.60 3.46
H 1.98 2.47 3.40
H 2.69 1.56 4.37
O 3.04 -1.57 2.89
H 3.44 -1.44 2.01
H 2.16 -1.76 2.52
O -1.15 0.92 -4.40
H -1.94 1.33 -4.16
H -0.87 0.34 -3.70
O -0.58 3.01 -0.60
H -1.31 3.38 -0.03
H 0.24 3.31 -0.08
O 1.36 0.77 -0.39
H 1.84 0.74 -1.27
H 0.68 1.45 -0.41
```

## Properties
SMILES: C/C=C/C/C(C)=C/N.O.O.O.O.O.O.O.O.O
relative energy (zero: lowest compared OMol25 entry of this formula, charge and spin): 5.441 eV
total energy: -27675.904 eV
HOMO: -7.83 eV
HOMO-LUMO gap: 8.04 eV

natural (NBO) atomic charge list, values in e, 5 entries:
1. C -0.65
2. C -0.18
3. C -0.18
4. C -0.48
5. C -0.06